No. 1
The following is a quantum chemistry calculation of a cluster of 2 separate species, C5H14N2O2 in total, from the Open Molecules 2025 dataset.

Summary:
energy above the lowest of the compared OMol25 structures with the same formula, charge and spin	30.4	kcal/mol
net charge	0
frontier orbital gap	10.17	eV
total energy	-12487.00897	eV

Element x y z (Å)
O  0.294  -0.794  1.628
O  0.178  0.176  4.093
N  1.735  1.158  0.317
N  0.108  -1.586  -0.452
C  -1.010  -0.876  -2.661
C  0.332  0.916  0.031
C  0.112  -0.577  0.427
C  0.046  -1.598  -1.896
C  -0.700  1.778  0.833
H  0.226  -2.488  -0.017
H  -1.196  1.195  1.599
H  -0.132  2.642  1.195
H  -0.857  0.201  -2.826
H  1.034  -1.165  -2.229
H  -1.973  -1.012  -2.169
H  2.064  0.502  1.010
H  0.206  -2.654  -2.183
H  -1.540  2.153  0.257
H  1.938  2.091  0.643
H  0.186  1.111  -1.031
H  -1.112  -1.302  -3.656
H  0.649  -0.381  3.464
H  -0.588  0.510  3.623

No. 2
The following is a quantum chemistry calculation of the ion C5H8N with charge +1, from the Open Molecules 2025 dataset.

Summary:
energy above the lowest of the compared OMol25 structures with the same formula, charge and spin	83.0	kcal/mol
net charge	+1
frontier orbital gap	9.53	eV
total energy	-6794.48854	eV

Element x y z (Å)
N  -0.574  -0.473  -1.333
C  -0.198  -0.182  -0.019
C  1.740  0.570  0.646
C  1.179  -0.659  0.303
C  -1.401  -0.105  0.913
C  0.683  1.024  -0.141
H  0.702  1.705  -0.979
H  0.144  -0.403  -2.017
H  -1.587  -0.483  -1.598
H  -1.932  0.742  0.549
H  2.654  0.952  1.087
H  -1.957  -1.153  0.815
H  -1.201  -0.046  1.930
H  1.748  -1.489  -0.158

No. 3
The following is a quantum chemistry calculation of a cluster of 2 separate species, C7H12O3 in total, from the Open Molecules 2025 dataset.

Summary:
energy above the lowest of the compared OMol25 structures with the same formula, charge and spin	46.6	kcal/mol
net charge	0
frontier orbital gap	9.50	eV
total energy	-13594.05443	eV

Element x y z (Å)
O  0.301  1.494  -2.366
O  2.636  1.085  -0.269
O  0.948  1.366  1.065
C  -0.474  0.933  1.403
C  -2.390  0.852  0.062
C  1.631  -0.920  0.598
C  -1.178  0.289  0.241
C  -0.890  -1.173  0.012
C  1.870  0.570  0.533
C  0.565  -1.451  -0.377
H  -0.368  0.254  2.259
H  1.312  1.467  -2.184
H  -2.993  1.248  0.881
H  2.600  -1.378  0.377
H  0.759  -1.038  -1.379
H  1.358  -1.197  1.629
H  -1.106  -1.732  0.938
H  -2.941  0.677  -0.864
H  0.126  0.866  -3.073
H  0.699  -2.538  -0.455
H  -0.905  1.880  1.740
H  -1.560  -1.555  -0.771

No. 4
The following is a quantum chemistry calculation of a cluster of 3 separate species, C4H10O in total, from the Open Molecules 2025 dataset.

Summary:
energy above the lowest of the compared OMol25 structures with the same formula, charge and spin	54.0	kcal/mol
net charge	0
frontier orbital gap	11.09	eV
total energy	-6355.46207	eV

Element x y z (Å)
O  -0.875  0.821  1.427
C  -1.185  0.709  0.263
C  1.187  -1.434  -0.167
C  -2.105  -0.358  -0.263
C  1.943  -0.431  -0.601
H  -1.660  -0.836  -1.143
H  0.771  -1.435  0.838
H  2.177  0.419  0.037
H  1.592  2.613  1.193
H  -0.796  1.422  -0.494
H  0.955  -2.290  -0.797
H  -3.051  0.098  -0.579
H  0.983  2.222  1.374
H  2.365  -0.420  -1.603
H  -2.301  -1.100  0.515

No. 5
The following is a quantum chemistry calculation of a structure of composition C20H23BF6N11O4PS2Ti, from the Open Molecules 2025 dataset.

Summary:
energy above the lowest of the compared OMol25 structures with the same formula, charge and spin	0.0	kcal/mol
net charge	0
<S²>	2.004
2S+1	3
frontier orbital gap (alpha / beta)	5.82 / 8.79	eV
total energy	-116754.33965	eV

Element x y z (Å)
Ti  0.169  0.184  0.303
S  -3.669  -2.722  0.645
S  -3.172  0.049  0.981
P  0.389  -3.310  -0.399
F  -4.030  -3.550  3.111
F  -5.300  -4.491  1.628
F  -5.713  -2.467  2.278
F  -3.947  2.038  2.462
F  -5.227  0.296  2.576
F  -3.311  0.299  3.590
O  -4.532  -2.483  -0.470
O  -2.694  -3.782  0.529
O  -4.046  0.377  -0.097
O  -1.877  0.718  1.031
N  -1.661  -2.818  -2.265
N  1.878  -0.931  -0.463
N  1.393  1.354  1.756
N  0.054  -1.519  1.737
N  -0.222  -3.616  2.332
N  0.590  3.194  -0.604
N  -2.977  -1.474  1.308
N  1.445  2.702  1.732
N  -0.922  -0.991  -1.283
N  3.015  -2.678  -1.186
N  0.482  1.925  -1.050
C  3.057  2.036  3.095
C  -0.410  -2.853  3.452
C  -1.897  -0.644  -2.177
C  -0.808  -2.311  -1.342
C  -0.236  -1.555  3.070
C  2.422  3.133  2.533
C  3.846  -1.595  -1.267
C  0.046  -2.770  1.310
C  3.136  -0.524  -0.821
C  -0.384  -5.058  2.249
C  3.373  -4.045  -1.517
C  0.769  3.284  -2.810
C  -2.363  -1.768  -2.790
C  1.825  -2.239  -0.688
C  2.361  0.947  2.580
C  -3.965  0.710  2.503
C  -1.921  -4.221  -2.548
C  0.752  4.023  -1.636
C  0.585  1.973  -2.381
C  -4.748  -3.335  2.003
B  0.412  3.542  0.911
H  2.569  -4.520  -2.075
H  -3.140  -1.911  -3.520
H  -0.985  -4.774  -2.562
H  -0.699  3.234  1.260
H  -0.314  -0.656  3.658
H  3.571  -4.626  -0.617
H  3.438  0.506  -0.736
H  0.891  3.646  -3.815
H  0.543  1.062  -2.958
H  -1.217  -5.296  1.592
H  -0.655  -3.289  4.404
H  2.605  4.188  2.645
H  0.531  -5.522  1.884
H  -2.579  -4.635  -1.788
H  4.855  -1.682  -1.633
H  0.668  4.710  1.062
H  -0.596  -5.434  3.247
H  -2.211  0.377  -2.306
H  0.852  5.083  -1.469
H  4.267  -4.029  -2.134
H  -2.390  -4.292  -3.526
H  3.887  2.033  3.780
H  2.516  -0.108  2.748

No. 6
The following is a quantum chemistry calculation of a cluster of 9 separate species, C24H34O5 in total, from the Open Molecules 2025 dataset.

Summary:
energy above the lowest of the compared OMol25 structures with the same formula, charge and spin	87.8	kcal/mol
net charge	0
frontier orbital gap	9.23	eV
total energy	-35675.50996	eV

Element x y z (Å)
O  0.426  -2.011  1.255
O  3.575  -2.346  2.100
O  5.911  -1.904  -0.672
O  3.253  -3.172  -4.717
O  2.417  -4.888  -2.597
C  1.775  2.410  4.751
C  2.033  4.759  4.942
C  -2.721  2.958  0.407
C  -3.667  -2.029  -2.650
C  -3.948  2.574  2.476
C  0.050  0.418  -0.681
C  -3.061  -2.561  -3.765
C  1.088  0.892  0.099
C  -5.202  -2.630  -4.919
C  2.310  0.208  0.184
C  -1.561  2.624  2.480
C  -2.734  2.529  3.192
C  -3.930  2.852  1.097
C  0.309  -0.654  -1.541
C  2.532  -0.831  -0.773
C  -1.574  2.895  1.144
C  1.629  3.573  5.530
C  2.768  3.605  2.965
C  1.545  -1.213  -1.687
C  2.316  2.385  3.458
C  -5.069  -1.877  -2.656
C  -3.787  -2.837  -4.900
C  2.666  4.787  3.684
C  -5.840  -2.252  -3.724
H  -3.406  -3.213  -5.838
H  -2.796  2.222  4.226
H  1.805  -2.022  -2.354
H  -5.547  -1.681  -1.707
H  3.276  3.501  2.017
H  -5.895  -2.867  -5.713
H  0.429  -1.487  0.454
H  -0.951  0.786  -0.509
H  3.533  -3.278  1.888
H  0.902  1.691  0.801
H  2.651  -4.145  -3.153
H  -4.829  2.655  0.531
H  5.383  -2.695  -0.558
H  1.177  3.559  6.511
H  1.497  -5.060  -2.801
H  3.036  0.453  0.945
H  1.804  5.637  5.528
H  2.751  -1.987  1.769
H  -6.920  -2.227  -3.708
H  2.595  1.446  3.003
H  1.350  1.466  5.057
H  3.395  -3.817  -5.410
H  -0.594  2.564  2.958
H  -0.449  -1.056  -2.198
H  0.637  -2.898  0.962
H  3.354  -1.531  -0.756
H  2.933  5.748  3.271
H  2.713  -2.496  -5.126
H  -0.676  3.083  0.574
H  -3.060  -1.670  -1.832
H  -4.898  2.299  2.910
H  -1.997  -2.576  -3.950
H  -2.741  3.158  -0.654
H  6.029  -1.828  -1.619

No. 7
The following is a quantum chemistry calculation of a structure of composition C3H3MgO3, from the Open Molecules 2025 dataset.

Summary:
net charge	+1
frontier orbital gap (alpha / beta)	4.39 / 4.39	eV
total energy	-14735.82206	eV

Element x y z (Å)
Mg  1.311  1.785  -1.705
O  2.118  0.026  -1.284
O  0.281  0.662  -0.327
O  0.893  -1.475  -0.096
C  1.222  -0.366  -0.482
C  -1.357  -0.988  0.215
C  -0.820  0.333  0.549
H  -1.616  1.079  0.370
H  -1.595  -1.474  1.179
H  -0.436  0.421  1.582

No. 8
The following is a quantum chemistry calculation of a structure of composition C36H44AuN3P, from the Open Molecules 2025 dataset.

Summary:
net charge	-1
<S²>	2.021
2S+1	3
frontier orbital gap (alpha / beta)	3.57 / 3.86	eV
total energy	-55494.74018	eV

Element x y z (Å)
Au  -1.870  0.566  -0.481
P  -2.511  2.635  0.261
N  -0.513  -2.638  3.112
N  -0.660  -1.839  -0.285
N  -0.327  -1.509  -2.404
C  -2.031  -3.670  1.546
C  -1.177  -2.593  1.919
C  2.872  -2.756  2.567
C  -0.165  -0.760  -3.618
C  1.294  0.504  -5.057
C  -1.794  1.639  4.157
C  -1.022  -1.477  1.000
C  1.464  -0.349  3.941
C  -2.261  1.619  2.843
C  -1.280  -0.083  -4.129
C  2.033  0.757  1.665
C  3.107  -1.017  0.675
C  -2.124  2.762  2.031
C  -1.293  -4.874  3.488
C  -1.212  2.799  4.678
C  -1.556  3.935  -0.556
C  1.383  2.063  1.898
C  0.047  -2.971  -0.771
C  0.211  1.261  -5.507
C  -1.135  3.952  3.894
C  2.782  1.093  -0.783
C  2.719  -1.412  1.980
C  2.672  0.319  0.470
C  2.328  -1.259  -3.625
C  0.416  2.412  -6.447
C  -0.556  -3.739  3.854
C  -2.069  -4.819  2.326
C  1.125  -0.524  -4.116
C  -0.936  -1.005  -1.307
C  -4.258  3.036  0.050
C  -1.618  3.951  2.584
C  -1.074  0.945  -5.052
C  3.788  -1.881  -0.307
C  0.267  -2.735  -2.067
C  2.061  -0.318  2.595
C  -2.668  -0.431  -3.711
H  1.895  0.959  -1.425
H  1.035  0.624  4.207
H  -2.721  0.712  2.442
H  -2.704  -5.658  2.039
H  0.769  -3.344  -2.795
H  1.661  2.789  1.124
H  -1.260  -5.744  4.140
H  1.324  2.270  -7.043
H  2.869  2.166  -0.570
H  4.461  -2.585  0.201
H  2.253  -2.343  -3.784
H  -2.834  -1.514  -3.646
H  -1.934  1.502  -5.437
H  -1.891  0.744  4.776
H  -0.437  2.515  -7.127
H  3.715  -3.288  2.113
H  -0.585  -0.555  1.401
H  -2.935  0.015  -2.739
H  -4.857  2.419  0.731
H  2.217  -0.621  4.699
H  -2.625  -3.553  0.641
H  0.665  -1.107  3.981
H  3.207  -0.911  -4.182
H  -0.697  4.863  4.305
H  -4.427  4.099  0.273
H  3.072  -2.483  -0.888
H  -1.989  4.923  -0.355
H  -0.509  3.919  -0.222
H  3.662  0.784  -1.361
H  -0.829  2.804  5.699
H  -1.578  3.744  -1.637
H  3.032  -2.691  3.651
H  0.284  1.969  1.896
H  0.351  -3.782  -0.133
H  2.298  0.716  -5.432
H  0.520  3.360  -5.900
H  -1.591  4.869  1.990
H  -3.366  -0.020  -4.450
H  1.660  2.475  2.878
H  2.533  -1.069  -2.561
H  1.965  -3.357  2.406
H  0.026  -3.743  4.784
H  -4.549  2.822  -0.987
H  4.382  -1.289  -1.015

No. 9
The following is a quantum chemistry calculation of a cluster of 16 separate species, C5H41NO15 in total, from the Open Molecules 2025 dataset.

Summary:
energy above the lowest of the compared OMol25 structures with the same formula, charge and spin	92.4	kcal/mol
net charge	0
frontier orbital gap	10.12	eV
total energy	-38052.03809	eV

Element x y z (Å)
O  -0.067  -2.923  2.672
O  -2.251  -0.048  -2.722
O  -1.364  3.717  -2.276
O  1.890  1.810  3.474
O  1.924  -4.786  -1.304
O  0.658  0.474  -3.448
O  1.605  -2.012  -3.200
O  -1.100  -2.617  -2.415
O  -4.240  0.587  0.103
O  -0.345  -3.897  0.056
O  1.213  3.886  -1.684
O  -2.320  -2.703  2.165
O  3.907  2.827  0.490
O  -0.167  -0.139  4.077
O  0.905  3.597  1.111
N  1.812  -0.725  -0.615
C  2.728  -0.308  0.160
C  -1.965  1.555  1.947
C  -1.443  0.824  0.691
C  0.448  -0.405  -0.347
C  0.061  0.761  0.555
H  0.776  0.273  -4.386
H  -2.767  -0.413  -3.460
H  -1.726  2.829  -2.328
H  -1.124  -2.754  -1.452
H  0.652  -2.278  2.555
H  -2.805  1.045  2.443
H  3.758  2.886  -0.464
H  2.873  -4.659  -1.318
H  -3.761  0.426  -0.716
H  -1.611  4.163  -1.453
H  -1.992  -0.128  0.678
H  -0.814  -2.405  2.342
H  -2.738  -1.828  2.130
H  0.764  -2.408  -2.910
H  -2.572  -2.960  3.060
H  0.132  0.771  3.927
H  2.685  0.449  0.951
H  -0.172  -3.762  0.998
H  -1.301  -0.171  -2.841
H  -1.986  -2.767  -2.768
H  2.161  -2.223  -2.436
H  1.174  -0.173  -2.942
H  0.371  -4.451  -0.320
H  -5.053  0.075  0.090
H  1.558  2.308  2.733
H  1.485  3.063  -2.091
H  0.449  0.620  1.588
H  -0.022  -0.301  -1.322
H  0.349  4.060  -2.145
H  0.090  -0.200  4.998
H  3.577  1.916  0.520
H  -1.158  1.656  2.652
H  0.515  1.700  0.319
H  1.839  3.313  1.136
H  2.736  1.400  3.318
H  -2.364  2.523  1.657
H  0.930  3.921  0.171
H  1.388  -4.340  -1.964
H  -1.749  1.377  -0.206
H  3.691  -0.720  -0.137
H  -0.124  -1.308  -0.099

No. 10
The following is a quantum chemistry calculation of a structure of composition C27H24AsCl2F6N4O3SW, from the Open Molecules 2025 dataset.

Summary:
energy above the lowest of the compared OMol25 structures with the same formula, charge and spin	19.4	kcal/mol
net charge	+4
<S²>	0.775
2S+1	2
frontier orbital gap (alpha / beta)	4.76 / 4.92	eV
total energy	-155302.14596	eV

Element x y z (Å)
W  0.227  -0.414  0.298
As  3.256  -3.409  0.390
Cl  -1.672  -3.248  -1.593
Cl  -0.756  -2.727  1.250
S  -1.511  2.468  0.907
F  3.926  -1.935  -0.134
F  1.888  -4.389  0.234
F  0.897  -1.687  -0.847
F  4.121  -3.925  1.697
F  2.182  -2.348  1.333
F  3.972  -4.180  -0.907
O  -0.501  1.247  1.128
O  -1.188  1.192  -3.294
O  3.828  1.281  1.288
N  -1.932  -0.305  -0.226
N  0.917  -0.329  2.369
N  0.125  0.589  -1.474
N  1.950  0.519  0.156
C  -2.257  0.219  -1.419
C  0.374  5.343  -2.017
C  2.109  -0.319  4.873
C  3.932  1.380  -2.843
C  0.953  6.328  -2.981
C  2.787  0.721  1.335
C  2.144  0.190  2.554
C  3.697  1.167  -1.494
C  -0.969  4.967  -2.116
C  2.400  0.892  -1.104
C  -4.259  -0.532  0.240
C  2.771  0.228  3.776
C  2.874  1.346  -3.806
C  1.312  0.896  -2.065
C  0.837  -0.843  4.693
C  -1.558  -3.889  0.005
C  -0.725  3.540  -0.214
C  -1.526  4.060  -1.233
C  -1.115  0.713  -2.213
C  0.263  -0.828  3.433
C  -4.584  -0.053  -1.023
C  -3.554  0.355  -1.864
C  -2.931  -0.648  0.611
C  -1.381  3.298  2.474
C  0.619  3.901  -0.079
C  1.155  4.792  -0.986
C  1.580  1.131  -3.432
H  1.218  3.529  0.744
H  3.759  0.666  3.851
H  -1.765  2.644  3.256
H  0.741  6.032  -4.009
H  -2.668  -1.017  1.590
H  2.577  -0.326  5.850
H  -0.349  3.598  2.650
H  -0.904  -4.755  0.039
H  -5.029  -0.825  0.942
H  -2.574  3.794  -1.318
H  -3.733  0.776  -2.845
H  -2.541  -4.070  0.429
H  2.186  5.107  -0.878
H  4.510  1.185  -0.787
H  2.024  6.455  -2.851
H  -1.588  5.399  -2.892
H  0.476  7.302  -2.846
H  0.281  -1.267  5.519
H  3.113  1.484  -4.853
H  0.790  1.130  -4.164
H  4.945  1.563  -3.183
H  -2.022  4.178  2.387
H  -5.617  0.024  -1.338
H  -0.742  -1.197  3.288